The following is a DFT calculation (ωB97M-V/def2-TZVPD) of a structure of composition C21H22BrIrN4O2S4Sb.

Geometry as XYZ:
```
56
Properties=species:S:1:pos:R:3:lowdin_charge:R:1
Ir -0.9915 -1.4907 -0.2709 0.9849
Br 4.9672 -5.0954 2.3557 0.7228
C 3.4984 -4.3790 1.3976 -0.6972
C 3.2401 -4.8225 0.0897 -0.0967
C 2.1820 -4.3167 -0.6094 -0.0013
C 1.3163 -3.3386 -0.0568 -0.3197
O 0.3401 -2.9216 -0.8108 -0.4321
C 1.5967 -2.8814 1.2633 -0.1193
C 0.8725 -1.8791 1.9789 -0.0523
N -0.1675 -1.2358 1.5610 -0.0894
C -0.7927 -0.2180 2.3179 -0.2039
C -0.4719 0.1715 3.5932 -0.0049
C -1.1400 1.2513 4.2039 -0.0586
C -2.1212 1.9373 3.5468 -0.0252
C -2.4952 1.5493 2.2398 -0.1476
C -3.5065 2.2025 1.4946 0.0026
C -3.8088 1.7598 0.2427 -0.0302
C -3.1126 0.6563 -0.2880 -0.1170
N -2.1689 0.0292 0.3768 -0.0856
C -1.8386 0.4642 1.6396 -0.1536
C 2.7021 -3.4321 1.9624 -0.0961
H 3.8884 -5.5584 -0.3667 0.1091
H 2.0041 -4.6255 -1.6328 0.0640
H 1.2630 -1.6520 2.9683 0.1207
H 0.3060 -0.3330 4.1486 0.1098
H -0.8587 1.5365 5.2086 0.1105
H -2.6269 2.7723 4.0142 0.1167
H -4.0274 3.0447 1.9329 0.1221
H -4.5753 2.2307 -0.3561 0.1127
H -3.3310 0.2712 -1.2763 0.0713
H 2.9086 -3.0816 2.9661 0.1056
S 2.3360 -4.1482 -4.5246 -0.0894
Sb -0.9458 -3.8138 -3.0567 0.6172
S -2.2745 -2.0758 -2.1446 -0.1236
S 0.9552 -2.7545 -4.2402 -0.3445
S -0.7869 -3.1099 -5.3960 -0.0573
C -1.0199 2.9082 -2.4684 -0.0614
N -0.1291 1.7956 -2.2101 -0.1379
C -0.1784 0.7152 -3.1821 -0.0588
C 0.4600 1.5773 -0.9996 -0.4983
O 0.6769 0.4431 -0.5593 -0.0168
N 0.8038 2.6987 -0.2781 -0.1391
C 1.3647 3.8718 -0.9304 -0.0553
C 1.2773 2.4977 1.0782 -0.0398
H -2.0095 2.5231 -2.7336 0.0882
H -0.6680 3.5236 -3.3010 0.0910
H -1.1205 3.5327 -1.5844 0.0841
H 0.0427 1.1174 -4.1732 0.0974
H -1.1561 0.2302 -3.2049 0.0357
H 0.5626 -0.0364 -2.9271 0.0636
H 1.2900 3.7849 -2.0097 0.0820
H 2.4240 3.9642 -0.6731 0.0928
H 0.8549 4.7842 -0.6125 0.0912
H 0.7250 1.6926 1.5507 0.0632
H 1.1220 3.4173 1.6441 0.0937
H 2.3428 2.2454 1.1020 0.0999
```

Values from the calculation:
Net charge: 0
HOMO-LUMO gap (spin up / spin down) (eV): 5.85 / 5.85
ΔE to the lowest compared entry with this formula, charge and spin (kJ/mol): 32.0
LUMO energy (spin up / spin down) (eV): -1.29 / -1.31
HOMO (spin up / spin down) (eV): -7.14 / -7.15
Multiplicity: 2

The following is a DFT calculation (ωB97M-V/def2-TZVPD) of a structure of composition C24H32NOTc in a non-equilibrium geometry.

Geometry as XYZ:
```
59
Properties=species:S:1:pos:R:3:lowdin_charge:R:1
Tc -0.1682 -0.2504 0.2972 1.3126
C 0.4191 1.6729 0.6259 -0.3688
C 1.2401 1.9715 -0.5339 -0.1997
C 0.4020 2.1449 -1.6488 -0.1858
H 2.3131 2.1753 -0.5015 0.0740
C -0.9416 1.9590 -1.2658 -0.2166
C -0.9794 1.6839 0.1616 -0.2981
H -1.8359 1.8312 0.8005 0.0786
H 0.7114 1.9045 1.6474 0.0720
H 0.7297 2.4528 -2.6435 0.0777
H -1.8019 2.2510 -1.8630 0.0499
C 0.3363 -1.3660 2.0753 -0.2364
C -0.5610 -0.2321 2.3361 -0.2575
C -1.8204 -0.5433 1.6995 -0.2275
H -0.3179 0.5882 2.9889 0.0952
C -1.7160 -1.8347 1.0894 -0.2057
C -0.3790 -2.3049 1.2761 -0.1894
H 0.0482 -3.2414 0.9108 0.1033
H 1.2950 -1.5127 2.5385 0.0704
H -2.7108 0.0833 1.7235 0.0959
H -2.5376 -2.4047 0.6492 0.0712
O -1.5114 -1.1453 -1.4427 -0.2347
C -2.7085 -1.2708 -2.2583 -0.5470
C -1.8388 -1.6859 -3.4847 -0.0715
C -3.4842 0.0371 -2.2612 -0.0081
C -3.5031 -2.4589 -1.7625 -0.0404
C -0.7054 -1.8458 -2.4673 -0.1292
H -1.6387 -0.8212 -4.0983 0.1070
H -2.0766 -2.5410 -4.0910 0.0974
H -0.5500 -2.9080 -2.1570 0.1268
H 0.2228 -1.3117 -2.7085 0.0815
H -4.1127 0.1715 -3.1596 0.0888
H -2.8018 0.8937 -2.1707 0.0392
H -4.1178 0.0113 -1.3689 0.0800
H -4.1536 -2.8730 -2.5594 0.0917
H -4.1031 -2.1100 -0.9106 0.0770
H -2.7570 -3.2091 -1.4607 0.0879
C 5.2614 0.4729 3.1884 -0.1262
N 4.1376 0.8608 2.4019 -0.2943
C 4.2539 2.0245 1.5880 -0.0919
C 3.0530 -0.0538 2.1771 -0.1896
C 3.1124 -0.6873 0.8140 -0.2514
C 4.2738 -1.3906 0.5070 -0.0719
C 4.5314 -1.7721 -0.8099 -0.1275
C 3.5886 -1.4520 -1.7904 -0.1236
C 2.4059 -0.7862 -1.4585 -0.1510
C 2.0679 -0.5992 -0.1217 -0.1339
H 5.6286 1.3545 3.7374 0.0732
H 6.0956 0.0957 2.5659 0.0702
H 4.9662 -0.3134 3.8922 0.0794
H 4.6631 1.8036 0.5843 0.0876
H 3.2719 2.4921 1.4541 0.0739
H 4.9376 2.7248 2.0915 0.0774
H 3.1206 -0.8420 2.9497 0.1148
H 2.1201 0.5235 2.2932 0.0955
H 4.9979 -1.6050 1.3049 0.0997
H 5.4491 -2.3069 -1.0428 0.0803
H 3.7732 -1.7308 -2.8344 0.0850
H 1.7243 -0.4357 -2.2335 0.0622
```

Values from the calculation:
Net charge: -1
HOMO-LUMO gap (spin up / spin down) (eV): 3.80 / 4.33
LUMO energy (spin up / spin down) (eV): 2.91 / 2.88
HOMO (spin up / spin down) (eV): -0.89 / -1.45
Multiplicity: 4

The following is a DFT calculation (ωB97M-V/def2-TZVPD) of the ion C6H12NO2S with charge +1 in a non-equilibrium geometry.

Geometry as XYZ:
```
22
Properties=species:S:1:pos:R:3:lowdin_charge:R:1
C 0.8350 -1.6537 -0.4140 -0.4667
C 0.5425 0.2280 -1.9619 -0.1086
C 1.8603 -0.4455 -2.4077 -0.3869
C 0.5015 -2.6080 0.6437 -0.0118
C -1.4459 2.5807 1.3988 -0.0370
C -1.4295 1.1161 1.9212 -0.2280
N 0.0246 -0.6372 -0.9274 -0.1197
O -0.5465 0.2373 1.3003 -0.0770
O -0.9344 -0.2284 -0.0651 -0.0238
S 2.2424 -1.7375 -1.2927 1.1582
H 0.5973 1.1600 -1.4086 0.1430
H -0.0886 0.2076 -2.8603 0.1470
H 1.8387 -0.7289 -3.4385 0.0878
H 2.6490 0.3683 -2.2633 0.1228
H 1.2185 -2.5318 1.4556 0.1172
H 0.4861 -3.6311 0.3683 0.1013
H -0.4271 -2.2196 1.0650 0.1004
H -2.1852 2.7034 0.7012 0.0440
H -1.6469 3.3454 2.1924 0.1043
H -0.4398 2.7872 1.2326 0.0536
H -2.5348 0.6315 1.8563 0.1767
H -1.1173 1.0560 2.9040 0.1035
```

Values from the calculation:
Net charge: +1
HOMO-LUMO gap (eV): 8.77
ΔE to the lowest compared entry with this formula, charge and spin (kJ/mol): 525.9
LUMO energy (eV): -4.91
HOMO (eV): -13.67

The following is a DFT calculation (ωB97M-V/def2-TZVPD) of an isolated molecule of C2H2F2N2O4S in a non-equilibrium geometry.

Geometry as XYZ:
```
13
Properties=species:S:1:pos:R:3:lowdin_charge:R:1
O -1.2551 2.5457 0.9255 0.1078
C -1.2079 1.7835 -0.0570 -0.3739
F -2.4033 1.1510 -0.4601 0.0856
N 0.1029 1.5674 -0.6866 0.1695
C 0.2653 0.1736 -1.1801 -0.4131
O -0.3254 -0.2088 -2.2196 0.1245
N 1.1607 -0.8119 -0.5226 -0.0216
S 0.4073 -1.6593 0.7720 0.8008
O 1.3385 -1.7123 1.9443 -0.3006
O 0.0946 -3.0866 0.3752 -0.2828
F -1.0353 -0.9825 1.2736 -0.1784
H 0.7810 1.6525 0.0981 0.1479
H 2.0767 -0.4124 -0.2627 0.1341
```

Values from the calculation:
Net charge: 0
HOMO-LUMO gap (eV): 10.42
SMILES: O=C(F)NC(=O)NS(=O)(=O)F
LUMO energy (eV): -1.44
HOMO (eV): -11.86

Among the records above, which one has the highest net charge? C6H12NO2S